Density functional theory data (ωB97M-V/def2-TZVPD) for C20H19AsN2O6S3Ti as an isolated structure.

Properties
ΔE to the lowest compared entry with this formula, charge and spin in kJ/mol: 195.8
Expectation value of S²: 0.7569

The geometry in ORCA input format:
```
! wB97M-V def2-TZVPD RIJCOSX def2/J DEFGRID3
* xyz -1 2
As -2.2395 2.2824 -0.9353
Ti -0.5673 -0.1643 -0.3378
S -1.8175 -0.8082 -2.5794
S -1.9852 -2.4193 0.9782
S -0.2991 -3.4036 -1.2416
O 0.2412 2.5571 -0.0627
O 0.5573 1.6530 2.9086
O 0.3652 0.9141 -1.5427
O -2.1356 0.8207 -0.1905
O 1.7665 -1.0380 -0.2392
O -0.2138 0.1435 1.4610
N 4.4241 -3.0453 -5.1281
N 2.5693 0.2603 -6.6311
C 0.3561 -0.6537 -4.1590
C -0.8861 -2.1165 -0.2118
C -4.0224 2.1622 -1.7850
C 1.5754 -1.0637 -4.6850
C 0.4185 -2.4505 -2.5497
C 1.6176 -2.8795 -3.0823
C 2.2225 1.1792 -0.0501
C 3.7560 -1.2096 0.9511
C 2.0983 0.6053 1.3843
C 2.6445 -0.0755 -0.8270
C 3.4301 -2.6641 -4.6880
C -2.4609 3.6028 0.5010
C 2.2237 -2.2075 -4.1458
C -0.2534 -1.3180 -3.0954
C 4.0487 -0.5390 -0.4019
C 2.1337 -0.3470 -5.7540
C -1.2918 2.9116 -2.5416
C 0.8367 1.5893 -0.5592
C 0.6908 0.8678 1.9910
C 2.2593 -0.9031 1.0975
H 4.7309 0.3057 -0.3149
H -3.9080 1.4229 -2.5816
H 1.6994 -1.5599 1.7686
H -0.2563 3.1785 -2.3529
H 4.3306 -0.7853 1.7745
H 2.8593 0.9931 2.0636
H 3.9277 -2.2857 0.9144
H -3.2573 3.2010 1.1382
H 4.4542 -1.2469 -1.1236
H -0.1508 0.1981 -4.5937
H -4.3664 3.1080 -2.2024
H -2.7257 4.5931 0.1289
H -1.8422 3.7744 -2.9244
H -1.3352 2.0871 -3.2587
H 2.4839 -0.0158 -1.9072
H 2.9077 2.0282 -0.1122
H -4.7494 1.7792 -1.0691
H 2.0899 -3.7616 -2.6732
H -1.5289 3.6254 1.0670
*
```

Density functional theory data (ωB97M-V/def2-TZVPD) for a 2-piece molecular cluster, C20H19BrNO6S overall.

Properties
ΔE to the lowest compared entry with this formula, charge and spin in kJ/mol: 6.3

The geometry in ORCA input format:
```
! wB97M-V def2-TZVPD RIJCOSX def2/J DEFGRID3
* xyz -1 1
Br 7.0887 -0.0952 -2.6997
S 0.7488 -0.1405 -2.2244
O -2.8532 -6.1543 -0.3289
O -1.9999 -6.6614 1.6337
O 1.5105 1.9110 0.3298
O -0.1231 2.5014 1.7774
O -2.5564 -0.5229 0.6800
O -2.2823 1.6404 0.1696
N -2.1340 -5.8872 0.6615
C 3.0908 1.1045 -2.6984
C -1.5971 -3.7736 -0.4331
C -4.1272 3.0422 -0.2261
C 0.5321 3.7948 1.9116
C 0.3774 -0.7737 0.7447
C -0.3142 0.3833 0.6995
C -1.4465 -4.6417 0.6650
C 3.1032 -1.3394 -2.7519
C -1.8130 0.4341 0.5216
C 2.3751 -0.1239 -2.6020
C 4.4928 -1.3298 -2.7613
C -0.1827 4.5369 3.0105
C -0.9780 -2.5393 -0.4063
C -0.6406 -4.2756 1.7639
C 5.1890 -0.1064 -2.7285
C 0.4576 1.6685 0.8933
C -0.2056 -2.1136 0.7005
C -3.7146 1.6112 -0.0405
C 4.4793 1.1101 -2.7184
C -0.0024 -3.0431 1.7599
H -5.1962 3.1084 -0.4324
H 2.5519 -2.2721 -2.7892
H -1.2455 4.6574 2.7828
H -4.2016 1.1554 0.8308
H -0.0892 4.0191 3.9694
H 0.2460 5.5335 3.1328
H -2.2075 -4.0839 -1.2788
H 2.5325 2.0328 -2.6766
H 1.5951 3.6536 2.1503
H 5.0508 -2.2611 -2.7809
H -3.9318 1.0041 -0.9310
H 0.4385 4.3212 0.9517
H -3.5874 3.5066 -1.0566
H 0.6221 -2.7374 2.6063
H 5.0259 2.0484 -2.7107
H -3.9262 3.6194 0.6816
H -1.0642 -1.8761 -1.2692
H 1.4463 -0.6706 0.9245
H -0.5341 -4.9755 2.5921
*
```

Density functional theory data (ωB97M-V/def2-TZVPD) for C20H19CdClN7O5S as an isolated structure.

Properties
ΔE to the lowest compared entry with this formula, charge and spin in kJ/mol: 13.6

The geometry in ORCA input format:
```
! wB97M-V def2-TZVPD RIJCOSX def2/J DEFGRID3
* xyz 1 1
Cd -0.1742 0.4563 0.9865
Cl -0.9153 0.7633 -4.9919
S 0.3354 0.2547 3.5355
O -0.5925 3.7331 -4.8911
O -0.0503 4.9220 -3.1027
O 0.3220 2.6377 0.7705
O 0.3369 4.4122 -0.5793
O -2.5835 0.5081 1.1555
N -0.1956 0.9943 -1.2579
N 3.4092 2.4485 4.4725
N 2.2627 1.7495 4.7138
N 2.6151 1.5289 2.6477
N 2.4776 1.1355 1.3200
N -0.4928 0.3767 -2.4145
N -0.9929 -1.7240 0.9753
C -3.1494 -0.6759 0.5932
C -0.2110 -2.7789 1.2225
C -0.3427 3.7945 -3.7167
C 1.7445 1.1786 3.6286
C 4.7177 2.9155 2.4243
C -0.3439 2.5381 -2.8922
C 0.2028 -3.2370 -2.1337
C -2.8928 -3.1526 1.0191
C -0.7103 -4.0575 1.3694
C -1.9383 -1.5552 -2.7190
C 0.1983 3.2144 -0.3618
C -0.1181 2.2921 -1.5231
C -0.5875 1.2761 -3.4171
C 0.3947 -1.8638 -2.1590
C -0.6815 -1.0401 -2.4436
C -2.0794 -4.2467 1.2617
C -2.3131 -1.9018 0.8820
C -2.1199 -2.9297 -2.6930
C -1.0529 -3.7676 -2.3950
C 3.6079 2.3203 3.2024
H 0.1540 4.7920 -2.1350
H -4.1698 -0.8222 0.9449
H -2.5098 -5.2322 1.3800
H -0.0403 -4.8806 1.5720
H -2.7539 -0.8862 -2.9632
H 1.0371 -3.8937 -1.9252
H -1.1980 -4.8398 -2.3833
H -3.0929 -3.3470 -2.9154
H -2.9253 0.6568 2.0450
H 0.8500 -2.5809 1.3127
H 3.3829 0.8580 0.9600
H 5.3280 3.5138 3.0949
H 1.8682 1.7258 5.6398
H 4.3320 3.5558 1.6300
H -3.9671 -3.2596 0.9476
H -3.1866 -0.5118 -0.4860
H 2.0873 1.9151 0.7920
H 5.3479 2.1452 1.9768
H 1.3692 -1.4283 -1.9765
*
```

Density functional theory data (ωB97M-V/def2-TZVPD) for the molecule C20H19Cl2N3O4S.

Properties
SMILES: Cc1ccc2c(Cl)cc(Cl)c(OCC(=O)Nc3cccc(S(=O)(=O)N(C)C)c3)c2n1

The geometry in ORCA input format:
```
! wB97M-V def2-TZVPD RIJCOSX def2/J DEFGRID3
* xyz 0 1
Cl 5.0090 -1.6203 -0.9082
Cl 3.5358 3.4632 -0.1794
S -3.6500 1.2455 -0.2054
O 0.3792 -1.3144 -1.6264
O 2.4989 -2.3038 0.5242
O -5.0707 1.4298 -0.2331
O -2.8963 1.9288 0.8090
N -0.4355 -2.7808 -0.0854
N -3.0532 1.7094 -1.6809
N 0.7583 -0.4787 1.5976
C -2.7513 -3.1590 0.4763
C -2.0375 -0.9592 -0.1763
C 1.0971 2.2651 1.2676
C -1.6504 2.0237 -1.7946
C 4.1194 0.8702 -0.4313
C 0.0216 1.7665 1.9431
C 2.0635 1.3770 0.7473
C -3.3310 -0.5156 -0.0130
C 1.8290 -0.0150 0.9267
C 3.8678 -0.4978 -0.2682
C -1.2479 -0.1736 2.8925
C 2.7457 -0.9567 0.3874
C -4.0468 -2.6962 0.6240
C -3.6514 1.0286 -2.7996
C 1.9106 -2.8796 -0.6345
C -1.7380 -2.2969 0.0598
C 3.2243 1.7839 0.0569
C -0.1020 0.3671 2.1051
C -4.3479 -1.3660 0.3728
C 0.5395 -2.2371 -0.8579
H -1.1188 0.0871 3.9425
H -0.1892 -3.5762 0.4865
H -1.3115 2.3555 -0.8160
H 1.2275 3.3277 1.1263
H 5.0091 1.1885 -0.9505
H 1.8427 -3.9504 -0.4332
H -4.8239 -3.3742 0.9418
H -4.6971 0.8589 -2.5544
H -0.7480 2.4100 2.3366
H -3.5880 1.6607 -3.6857
H -1.0533 1.1669 -2.1266
H -1.3011 -1.2540 2.8003
H -2.5192 -4.1933 0.6853
H -5.3450 -0.9722 0.4823
H -1.2598 -0.2728 -0.4549
H -3.1600 0.0700 -3.0092
H 2.5324 -2.7054 -1.5211
H -2.1728 0.2821 2.5438
H -1.5234 2.8381 -2.5107
*
```

Density functional theory data (ωB97M-V/def2-TZVPD) for C20H19FMoN3O10 as an isolated structure.

Properties
ΔE to the lowest compared entry with this formula, charge and spin in kJ/mol: 192.5

The geometry in ORCA input format:
```
! wB97M-V def2-TZVPD RIJCOSX def2/J DEFGRID3
* xyz 1 1
Mo 0.2857 -0.0648 0.1801
F 0.6557 -4.2761 -4.7620
O 0.4127 -0.9475 1.9224
O 2.3368 0.3612 -0.1447
O -1.4394 0.5218 -5.8830
O -2.6260 -0.7431 -2.6190
O 1.1948 -3.6589 -1.3083
O 0.1405 -1.7664 -0.8032
O -0.3911 -3.6928 -7.2524
O 1.6144 -2.3190 3.1924
O 0.4559 1.5351 -0.2969
O -1.2849 0.0481 -1.0310
N -0.9670 -1.6069 -6.5310
N -0.4215 -0.8650 -4.3894
N -1.1767 0.8896 1.5153
C -3.0552 2.3813 1.5934
C 3.0706 -0.0626 1.0679
C 1.5048 -1.6823 2.2018
C -2.2384 1.4201 3.5973
C -1.5894 -0.2713 -2.3104
C -0.4134 -2.8766 -6.3726
C 1.2091 -2.5835 -0.8138
C 2.8660 -0.6959 -1.0375
C -4.2268 2.9693 3.7391
C -3.1637 2.2487 2.9741
C 2.6725 -1.5486 1.2150
C -1.2819 0.7695 2.8634
C 4.5115 0.0408 0.5577
C -0.9886 -0.5643 -5.6179
C 4.3671 -0.4069 -0.9295
C 0.1071 -2.1209 -4.1160
C 2.5259 -1.9947 -0.2797
C 0.1356 -3.0887 -5.0262
C -0.5480 0.1152 -3.3615
C -2.0766 1.7078 0.9175
H -3.7355 3.0109 1.0393
H -1.3750 -1.3959 -7.4322
H 4.9745 -1.2694 -1.1855
H 4.6385 0.4111 -1.5897
H 5.1999 -0.5720 1.1313
H -0.5771 0.1229 3.3590
H -4.1685 2.7557 4.8027
H 0.4829 -2.2892 -3.1186
H 2.4601 -0.6012 -2.0424
H 3.4959 -2.0861 1.6665
H 4.8506 1.0711 0.6032
H -0.8822 1.0353 -3.8374
H 3.2819 -2.7357 -0.5033
H -2.2591 1.2702 4.6663
H 2.8426 0.5855 1.9100
H -1.9853 1.8083 -0.1484
H -4.1261 4.0453 3.6006
H -5.2127 2.6703 3.3844
H 0.4254 0.3202 -2.8994
*
```

For the records above, the corresponding total energy values read -5614.4477; -4251.8906; -2559.0357; -2557.3555; -1858.0670 a.u..